{
  "formula": "ClH2NO2S",
  "method": "ωB97M-V/def2-TZVPD",
  "species": ["N", "O", "O", "S", "Cl", "H", "H"],
  "coordinates": [[0.692, 0.870, -0.374], [-0.836, -0.401, -0.548], [1.726, 0.413, 0.176], [-0.803, -1.766, 0.042], [-1.575, -1.610, 1.937], [0.105, 1.514, 0.163], [0.690, 0.981, -1.395]],
  "homo_ev": [-8.84, -8.41],
  "e_lumo_ev": [0.17, -1.09],
  "multiplicity": 1,
  "e_tot_ev": -28971.3153,
  "relative_energy_ev": 3.1617,
  "largest_force_ev_per_a": 1.80,
  "gap_ev": [9.003, 7.318],
  "total_charge": 0
}